Record 1
The following is a quantum chemistry calculation of a 3-piece molecular cluster, C29H28F10N3O6S overall in a non-equilibrium geometry, from the OMol25 dataset.

Each line ends with the Mulliken charge.
Geometry (Å):
C -2.523 3.634 -0.791  -0.62
C -1.426 3.425 0.457  -0.50
C -1.386 1.885 1.033  0.40
C 0.126 1.170 0.955  0.47
C 1.490 1.952 0.412  -0.33
O 1.722 2.047 -0.912  -0.38
O 2.463 2.555 1.377  -0.14
N 3.492 1.694 1.593  -0.56
C 3.376 1.247 2.910  0.77
C 4.068 -0.144 3.450  -0.95
C 2.479 2.125 3.983  -0.76
C 0.180 -0.369 1.510  0.28
N 1.536 -1.070 1.457  -0.39
C -1.203 -1.111 2.096  0.28
C -0.887 -2.615 2.671  -0.79
C -1.283 -2.590 4.300  -0.47
O -1.246 -1.204 4.854  -0.31
C 0.047 -0.998 5.579  0.24
O 0.135 -0.439 6.805  -0.48
N -2.593 -0.430 2.108  0.34
C -3.848 -1.181 2.594  0.60
F -4.155 -0.912 4.037  -0.19
F -3.832 -2.653 2.470  -0.24
F -5.048 -0.939 1.697  -0.21
C -2.708 1.055 1.645  -0.20
S -4.303 2.064 1.737  1.11
O -4.084 3.599 2.039  -0.53
O -5.143 1.695 3.034  -0.58
C -5.474 1.939 0.330  0.55
F -6.749 1.292 0.827  -0.23
F -5.913 3.346 -0.017  -0.22
C -5.087 1.226 -1.046  0.53
F -5.048 2.280 -2.128  -0.23
F -3.903 0.374 -1.132  -0.15
F -6.254 0.351 -1.450  -0.25
H -2.644 2.595 -1.312  0.11
H -2.043 4.364 -1.602  0.38
H -3.517 4.141 -0.446  0.16
H -1.651 4.162 1.369  0.41
H -0.430 3.821 -0.001  0.35
H 3.274 -0.933 3.792  0.10
H 4.728 0.116 4.381  0.39
H 4.747 -0.659 2.630  0.29
H 2.728 1.717 5.059  0.33
H 1.314 2.028 3.750  0.12
H 2.816 3.251 3.932  0.32
H 2.179 -0.665 0.749  0.15
H 1.298 -2.021 1.039  0.38
H -1.463 -3.486 2.092  0.38
H 0.229 -2.942 2.679  0.33
H -0.483 -3.228 4.895  0.47
H -2.323 -3.128 4.484  0.27
H 1.095 -1.288 5.085  0.27
F 3.340 -2.202 -0.036  -0.34
C 3.705 -2.146 -1.324  0.56
C 3.851 -0.908 -1.940  -0.23
C 4.236 -0.849 -3.280  -0.69
C 4.461 -2.030 -3.991  -0.55
C 4.307 -3.268 -3.365  -0.52
C 3.933 -3.326 -2.023  -0.48
H 3.664 -0.001 -1.374  0.49
H 4.360 0.114 -3.769  0.45
H 4.757 -1.983 -5.037  0.43
H 4.479 -4.185 -3.922  0.38
H 3.817 -4.280 -1.518  0.42
F 2.794 0.521 -6.254  -0.32
C 1.583 -0.030 -6.106  0.22
C 1.028 -0.754 -7.156  -0.44
C -0.232 -1.333 -7.001  -0.39
C -0.928 -1.172 -5.800  -0.47
C -0.365 -0.439 -4.754  -0.43
C 0.899 0.130 -4.906  -0.23
H 1.580 -0.862 -8.084  0.42
H -0.671 -1.907 -7.813  0.37
H -1.912 -1.619 -5.682  0.37
H -0.910 -0.312 -3.822  0.44
H 1.356 0.695 -4.100  0.49

Properties
charge = +1
max |F| = 11.50 eV/Å
gap between HOMO and LUMO = 4.42 eV
LUMO level = -6.66 eV



Record 2
The following is a quantum chemistry calculation of C20H23Cl2N3O4S in the gas phase in a non-equilibrium geometry, from the OMol25 dataset.

Each line ends with the Mulliken charge.
Geometry (Å):
C -7.152 -3.892 0.158  -0.82
H -7.605 -3.552 1.095  0.33
O -7.053 -2.846 -0.777  -0.45
C -6.289 -1.763 -0.462  0.69
C -5.592 -1.592 0.728  -0.30
C -4.843 -0.449 0.948  -0.71
C -4.776 0.545 -0.019  0.43
C -5.475 0.374 -1.213  -0.56
C -6.221 -0.762 -1.432  -0.70
H -6.764 -0.901 -2.354  0.41
H -5.432 1.140 -1.976  0.31
N -4.034 1.723 0.144  0.02
C -3.274 2.122 1.198  0.38
O -3.158 1.506 2.236  -0.65
C -2.590 3.460 0.954  -1.10
C -1.567 3.458 -0.192  -0.63
N -0.264 2.994 0.248  0.01
C 0.783 3.355 -0.694  -0.59
C 2.144 2.983 -0.112  -1.09
N 2.210 1.568 0.184  0.23
S 2.495 0.564 -1.120  1.45
O 1.305 -0.070 -1.612  -0.70
O 3.320 1.258 -2.060  -0.71
C 3.471 -0.716 -0.308  -0.28
C 3.011 -2.018 -0.323  -0.33
C 3.762 -3.012 0.288  0.11
C 4.966 -2.703 0.908  -0.46
C 5.421 -1.397 0.920  -0.60
C 4.670 -0.398 0.310  0.29
Cl 5.210 1.221 0.316  -0.16
H 6.354 -1.145 1.397  0.43
H 5.544 -3.483 1.377  0.43
Cl 3.197 -4.636 0.277  -0.21
H 2.076 -2.229 -0.819  0.57
C 1.123 1.140 1.039  -1.56
C -0.240 1.558 0.490  0.11
H -0.437 0.993 -0.436  0.25
H -1.000 1.310 1.229  0.27
H 1.282 1.590 2.023  0.52
H 1.174 0.054 1.126  0.37
H 2.317 3.528 0.820  0.38
H 2.937 3.205 -0.825  0.48
H 0.663 2.832 -1.661  0.33
H 0.744 4.433 -0.869  0.48
H -1.939 2.864 -1.047  0.42
H -1.439 4.489 -0.534  0.45
H -3.363 4.201 0.737  0.46
H -2.079 3.750 1.872  0.35
H -4.069 2.345 -0.653  0.22
H -4.309 -0.327 1.875  0.49
H -5.620 -2.343 1.502  0.37
H -6.174 -4.338 0.368  0.33
H -7.796 -4.639 -0.303  0.23

Properties
charge = 0
max |F| = 1.07 eV/Å
gap between HOMO and LUMO = 8.37 eV
LUMO level = 0.38 eV
SMILES string = COc1ccc(NC(=O)CCN2CCN(S(=O)(=O)c3cc(Cl)ccc3Cl)CC2)cc1



Record 3
The following is a quantum chemistry calculation of a 2-piece molecular cluster, C5H9NO overall in a non-equilibrium geometry, from the OMol25 dataset.

Each line ends with the Mulliken charge.
Geometry (Å):
C 0.738 1.144 0.676  -1.31
C 0.334 -0.183 0.118  0.89
C 1.381 -1.020 -0.539  -1.31
C -0.913 -0.793 0.565  -0.17
O -1.947 -0.056 0.822  -0.67
C -1.937 0.923 -1.025  0.19
N -0.894 0.846 -1.557  -0.56
H 1.120 1.771 -0.133  0.35
H 1.545 1.016 1.409  0.43
H -0.122 1.630 1.140  0.34
H 2.355 -0.935 -0.047  0.32
H 1.084 -2.072 -0.602  0.35
H 1.485 -0.639 -1.561  0.35
H -1.061 -1.797 0.115  0.31
H -0.203 -1.015 1.483  0.18
H -2.965 1.179 -0.862  0.31

Properties
charge = 0
max |F| = 1.04 eV/Å
gap between HOMO and LUMO = 9.26 eV
LUMO level = 0.28 eV



Record 4
The following is a quantum chemistry calculation of C15H16N2O6S in the gas phase in a non-equilibrium geometry, from the OMol25 dataset.

Each line ends with the Mulliken charge.
Geometry (Å):
O -5.007 1.200 0.549  -0.61
O 1.110 -1.548 -3.013  -0.55
O 1.193 -1.403 1.500  -0.64
O 5.695 -2.802 0.745  -0.56
O -4.644 2.422 -1.359  -0.33
O 4.594 -0.975 1.616  -0.22
S 2.785 -2.811 -1.512  -0.06
C -4.300 1.486 -0.429  0.34
C 1.416 -1.770 -1.860  0.43
C 1.476 -1.746 0.356  0.54
C 4.684 -2.261 1.163  0.72
C -2.638 -0.269 0.352  -0.75
C -2.003 1.099 -1.455  -0.55
C -1.395 -0.906 0.300  -0.14
C -0.766 0.412 -1.571  -0.58
C -2.969 0.780 -0.498  0.22
C -0.433 -0.567 -0.644  0.57
N 0.804 -1.260 -0.716  0.26
N 2.476 -2.689 0.137  0.02
C 3.401 -3.137 1.178  -0.84
C -7.093 2.396 -1.479  -1.06
C 5.755 1.051 2.216  -1.20
C -5.836 3.190 -1.082  -0.24
C 5.861 -0.288 1.501  -0.24
H -3.361 -0.584 1.076  0.46
H -2.258 1.879 -2.170  0.39
H -1.207 -1.713 0.984  0.41
H -0.089 0.747 -2.388  0.30
H 3.678 -4.164 1.006  0.32
H 2.915 -3.005 2.193  0.37
H -7.067 1.450 -0.936  0.31
H -7.099 2.181 -2.535  0.30
H -8.014 2.931 -1.209  0.35
H 5.486 0.801 3.251  0.30
H 6.696 1.583 2.180  0.39
H 4.988 1.679 1.758  0.31
H -5.915 3.491 -0.041  0.31
H -5.781 4.145 -1.637  0.31
H 6.193 -0.180 0.462  0.34
H 6.667 -0.843 2.007  0.30

Properties
charge = 0
max |F| = 5.11 eV/Å
gap between HOMO and LUMO = 9.22 eV
LUMO level = 0.08 eV
SMILES string = CCOC(=O)Cn1sc(=O)n(-c2ccc(C(=O)OCC)cc2)c1=O



no.,HOMO energy (eV)
1,-11.09
2,-7.99
3,-8.98
4,-9.14